91
Properties=species:S:1:pos:R:3 method="wB97M-V/def2-TZVPD" charge=-2 total_energy_ev=-99775.234 homo_energy_ev=-0.771
Y 0.577 0.062 0.310
C -0.449 -1.595 -3.109
N 0.652 -1.135 -2.246
C 1.600 -0.346 -3.020
C 1.034 1.030 -3.171
N 0.188 1.550 -2.333
C -0.062 2.828 -2.815
C -0.880 3.833 -2.308
C -0.924 5.036 -2.990
C -0.176 5.247 -4.156
C 0.637 4.256 -4.678
C 0.674 3.051 -3.988
N 1.350 1.867 -4.209
C -1.805 -1.706 -2.496
N -2.730 -0.835 -2.796
C -3.832 -1.222 -2.056
C -5.059 -0.584 -1.886
C -5.974 -1.159 -1.028
C -5.690 -2.362 -0.363
C -4.477 -3.003 -0.513
C -3.548 -2.400 -1.354
N -2.240 -2.706 -1.676
H -0.181 -2.531 -3.618
H -0.592 -0.833 -3.874
H 1.122 -1.916 -1.802
H 1.821 -0.779 -4.007
H 2.525 -0.266 -2.447
H -1.452 3.666 -1.406
H -1.545 5.838 -2.611
H -0.231 6.207 -4.656
H 1.220 4.419 -5.576
H 2.092 1.711 -4.867
H -5.253 0.361 -2.381
H -6.917 -0.662 -0.834
H -6.417 -2.764 0.332
H -4.230 -3.883 0.065
H -1.637 -3.262 -1.091
O 2.633 -0.647 -0.353
C 3.404 -1.680 -0.260
C 4.359 -1.968 -1.268
C 5.166 -3.087 -1.211
C 5.082 -3.972 -0.136
C 4.191 -3.685 0.884
C 3.360 -2.564 0.857
C 2.521 -2.299 2.019
N 1.707 -1.322 2.130
N 1.063 -1.256 3.353
C 0.268 -0.211 3.385
O 0.155 0.677 2.482
C -0.620 -0.108 4.588
C -1.647 0.829 4.579
C -2.524 0.918 5.651
C -2.376 0.078 6.746
C -1.350 -0.861 6.758
C -0.481 -0.959 5.682
H 4.463 -1.258 -2.081
H 5.882 -3.266 -2.006
H 5.714 -4.850 -0.087
H 4.130 -4.340 1.748
H 2.626 -2.975 2.871
H -1.757 1.456 3.705
H -3.338 1.632 5.619
H -3.066 0.142 7.580
H -1.238 -1.529 7.605
H 0.307 -1.700 5.661
Cl 6.995 1.726 -2.136
C 5.426 2.015 -1.384
C 4.419 2.639 -2.100
C 3.188 2.863 -1.508
C 2.887 2.453 -0.181
C 1.570 2.546 0.358
C 3.974 1.863 0.520
C 5.203 1.640 -0.063
H 4.606 2.966 -3.118
H 2.419 3.378 -2.075
H 0.911 3.237 -0.166
H 1.476 2.599 1.441
H 3.806 1.524 1.537
H 5.992 1.153 0.497
Cl -2.088 1.530 0.342
C -2.893 0.254 1.252
C -4.039 0.545 1.944
C -4.655 -0.438 2.722
C -4.062 -1.699 2.761
C -2.919 -1.973 2.047
Cl -2.236 -3.591 2.159
C -2.202 -1.029 1.208
N -1.104 -1.240 0.554
H -4.447 1.549 1.894
H -5.553 -0.226 3.287
H -4.498 -2.490 3.363

62
Properties=species:S:1:pos:R:3 method="wB97M-V/def2-TZVPD" charge=+1 total_energy_ev=-46676.227 homo_energy_ev=-11.575
C 2.248 -1.692 -4.742
N 2.201 -2.466 -3.473
C 0.811 -2.486 -2.983
P 0.518 -1.648 -1.349
C 2.032 -1.001 -0.510
C 1.657 -0.671 0.974
C 1.272 -1.930 1.818
O 2.145 -3.035 1.597
C -0.707 -0.268 -1.655
C -2.170 -0.772 -1.841
C -2.574 -1.792 -0.726
Cl -4.333 -1.832 -0.440
H 3.279 -1.611 -5.098
H 1.836 -0.681 -4.554
H 1.605 -2.164 -5.494
H 2.845 -2.055 -2.811
H 0.490 -3.538 -2.894
H 0.168 -2.016 -3.743
H -0.027 -2.632 -0.481
H 2.770 -1.821 -0.508
H 2.446 -0.099 -0.973
H 0.787 0.004 1.004
H 2.499 -0.190 1.488
H 0.240 -2.270 1.619
H 1.367 -1.659 2.875
H 1.864 -3.442 0.783
H -0.433 0.246 -2.591
H -0.619 0.488 -0.863
H -2.355 -1.175 -2.846
H -2.861 0.077 -1.726
H -1.994 -1.528 0.173
H -2.196 -2.778 -1.045
C -7.136 2.620 -2.845
C -5.945 1.883 -2.260
O -5.362 2.536 -1.145
C -6.207 2.712 -0.019
C -6.704 1.406 0.574
H -6.874 3.655 -3.070
H -7.471 2.134 -3.762
H -7.979 2.637 -2.152
H -5.160 1.822 -3.016
H -6.211 0.851 -2.002
H -7.043 3.373 -0.267
H -5.609 3.237 0.727
H -7.377 0.883 -0.110
H -7.249 1.589 1.500
H -5.865 0.739 0.783
C 6.058 2.554 2.817
C 5.288 2.342 4.109
O 4.338 1.290 4.040
C 4.858 0.001 3.770
C 5.833 -0.500 4.821
H 5.371 2.679 1.977
H 6.687 3.441 2.891
H 6.706 1.705 2.589
H 4.719 3.244 4.336
H 5.971 2.184 4.949
H 5.310 -0.026 2.771
H 3.995 -0.670 3.741
H 6.750 0.090 4.831
H 6.106 -1.537 4.621
H 5.391 -0.437 5.816

9
Properties=species:S:1:pos:R:3 method="wB97M-V/def2-TZVPD" charge=-1 total_energy_ev=-13939.966 homo_energy_ev=-2.145
C 0.741 -0.467 0.158
N 1.294 0.663 0.378
O 2.387 0.881 1.169
P -0.852 -0.565 -0.655
H -0.407 -1.218 1.083
H 1.297 -1.452 -0.034
H 0.596 1.435 0.198
H -0.507 0.574 -1.510
H -1.557 0.292 0.050

21
Properties=species:S:1:pos:R:3 method="wB97M-V/def2-TZVPD" charge=+1 total_energy_ev=-30579.227 homo_energy_ev=-12.662
C 1.319 0.847 -1.161
C 1.894 -0.465 -1.541
C -0.371 -0.599 -0.395
C -0.904 1.869 -0.793
C -1.814 -2.283 0.390
N -0.116 0.663 -0.768
O -1.604 -0.978 -0.155
S 0.963 -1.766 -0.508
S 0.601 0.957 3.355
H 1.771 1.531 -0.349
H 1.375 1.467 -1.950
H 1.738 -0.876 -2.452
H 2.949 -0.708 -1.202
H -0.485 2.768 -0.265
H -1.268 2.119 -1.927
H -1.788 1.523 -0.228
H -2.833 -2.402 0.368
H -1.595 -2.373 1.560
H -1.271 -2.940 -0.349
H 1.032 -0.199 4.050
H 0.406 1.845 4.322